Entry 1:
This record from OMol25 describes a cluster of 15 separate species, C60H96O39 in total in a non-equilibrium geometry. The level of theory is wB97M-V/def2-TZVPD.

Geometry as XYZ:
```
195
Properties=species:S:1:pos:R:3
C 0.41 -3.23 3.54
C 1.52 -3.48 4.51
C 1.01 -2.79 5.82
O -0.06 -1.94 5.41
C -0.08 -1.84 4.06
H -0.45 -3.94 3.67
H 0.59 -3.24 2.50
H 2.40 -2.96 4.19
H 1.71 -4.57 4.78
H 1.75 -2.19 6.38
H 0.63 -3.54 6.55
H 0.76 -1.12 3.72
H -0.98 -1.48 3.62
C 0.67 5.33 1.50
C 0.16 6.74 1.58
C -0.78 6.76 0.37
O -1.42 5.53 0.32
C -0.60 4.50 1.11
H 1.08 4.99 2.46
H 1.46 5.29 0.75
H 1.02 7.39 1.38
H -0.25 7.00 2.48
H -0.23 6.81 -0.59
H -1.52 7.54 0.40
H -0.40 3.60 0.56
H -1.18 4.15 2.01
C 0.86 -4.29 -3.53
C 1.47 -2.98 -3.07
C 2.93 -3.25 -3.38
O 3.11 -4.58 -2.86
C 1.87 -5.29 -2.99
H 0.65 -4.28 -4.61
H -0.15 -4.51 -2.99
H 1.40 -2.86 -1.99
H 1.09 -2.10 -3.55
H 3.60 -2.50 -2.84
H 3.14 -3.20 -4.48
H 1.46 -5.61 -1.99
H 2.02 -6.26 -3.53
C -1.64 5.49 -4.64
C -2.24 4.50 -3.70
C -2.96 5.16 -2.51
O -3.81 4.10 -2.10
C -4.08 3.31 -3.23
O -4.89 2.44 -3.30
O -3.34 3.75 -4.24
H -2.20 6.32 -5.01
H -1.05 5.01 -5.43
H -0.80 5.95 -4.16
H -1.55 3.75 -3.39
H -3.52 6.06 -2.74
H -2.34 5.44 -1.66
C -4.55 3.49 4.60
C -3.06 3.26 4.89
C -2.84 1.92 5.56
O -1.97 1.21 4.75
C -1.85 1.79 3.57
O -1.44 1.24 2.56
O -2.33 3.01 3.64
H -4.79 4.50 4.16
H -5.09 3.29 5.53
H -4.89 2.71 3.96
H -2.49 4.04 5.37
H -3.74 1.33 5.65
H -2.35 1.97 6.57
C 2.80 -6.05 2.33
C 3.85 -5.20 1.60
C 3.43 -4.75 0.26
O 3.43 -3.30 0.31
C 3.79 -2.90 1.56
O 3.77 -1.74 1.98
O 4.19 -3.92 2.26
H 3.15 -6.23 3.34
H 2.60 -6.91 1.68
H 1.95 -5.40 2.29
H 4.79 -5.72 1.55
H 2.40 -5.03 0.07
H 3.99 -5.21 -0.55
C -3.34 1.29 -0.24
C -4.72 1.89 0.17
C -5.91 1.34 -0.64
O -6.56 0.54 0.35
C -5.99 0.67 1.56
O -6.23 0.07 2.56
O -4.92 1.53 1.53
H -3.24 0.32 0.20
H -2.60 1.94 0.18
H -3.17 1.20 -1.32
H -4.53 2.95 0.18
H -5.70 0.69 -1.48
H -6.56 2.11 -0.98
C 0.72 -1.19 0.26
C 0.09 0.15 -0.03
C 1.07 1.23 -0.31
O 0.47 2.02 -1.36
C -0.38 1.22 -2.05
O -0.98 1.58 -3.03
O -0.59 0.08 -1.39
H 1.72 -1.35 -0.17
H 0.06 -2.03 0.28
H 1.05 -1.08 1.28
H -0.74 0.44 0.62
H 1.96 0.79 -0.71
H 1.30 1.91 0.46
C -0.56 0.71 -6.90
C 0.79 0.94 -6.31
C 0.90 2.23 -5.55
O 1.98 1.96 -4.59
C 1.87 0.66 -4.28
O 2.35 0.15 -3.32
O 1.16 0.01 -5.22
H -0.76 -0.32 -7.25
H -0.73 1.41 -7.72
H -1.33 0.91 -6.13
H 1.62 0.83 -7.05
H -0.03 2.39 -4.98
H 1.21 3.12 -6.14
C -3.43 -1.75 5.13
C -3.96 -2.81 4.14
C -5.45 -2.75 3.77
O -5.45 -2.80 2.38
C -4.21 -2.59 1.86
O -4.02 -2.51 0.67
O -3.34 -2.56 2.86
H -3.40 -0.77 4.64
H -2.38 -1.97 5.38
H -4.06 -1.72 6.00
H -3.61 -3.79 4.49
H -5.78 -1.77 4.13
H -6.09 -3.54 4.19
C -3.05 -0.97 -4.50
C -1.74 -1.61 -4.07
C -1.78 -2.05 -2.66
O -2.48 -3.33 -2.78
C -2.36 -3.76 -4.03
O -2.68 -4.86 -4.38
O -1.67 -2.87 -4.78
H -3.14 0.09 -4.18
H -3.91 -1.49 -4.10
H -3.07 -1.00 -5.55
H -0.86 -1.01 -4.32
H -2.28 -1.34 -2.03
H -0.75 -2.26 -2.28
C 3.76 4.00 -3.07
C 4.48 4.58 -1.90
C 4.26 6.02 -1.50
O 3.92 6.03 -0.10
C 3.91 4.76 0.35
O 3.72 4.36 1.48
O 4.08 3.87 -0.73
H 4.19 4.39 -4.02
H 2.65 4.14 -3.00
H 4.00 2.96 -3.07
H 5.58 4.34 -2.05
H 3.40 6.36 -2.05
H 5.15 6.63 -1.67
C -4.23 -6.31 -0.73
C -2.90 -6.92 -0.64
C -2.10 -6.94 -2.01
O -1.01 -6.06 -1.68
C -1.06 -5.55 -0.43
O -0.20 -4.83 -0.02
O -2.07 -6.15 0.22
H -4.50 -6.17 0.35
H -5.03 -6.82 -1.22
H -4.19 -5.34 -1.15
H -2.97 -7.92 -0.15
H -2.63 -6.51 -2.83
H -1.73 -7.92 -2.19
C 4.20 0.96 4.61
C 3.70 2.03 3.66
C 2.68 1.52 2.62
O 1.45 2.19 3.04
C 1.62 2.85 4.17
O 0.73 3.32 4.81
O 2.96 2.96 4.46
H 4.79 0.18 4.17
H 3.28 0.48 5.08
H 4.75 1.41 5.41
H 4.47 2.65 3.23
H 2.52 0.39 2.73
H 2.95 1.93 1.66
C 4.42 -0.32 -0.83
C 5.68 0.48 -0.38
C 6.08 0.40 1.06
O 7.39 -0.14 1.17
C 7.85 -0.31 -0.10
O 8.93 -0.65 -0.40
O 6.82 -0.13 -1.00
H 3.61 0.10 -0.23
H 4.47 -1.38 -0.59
H 4.19 -0.32 -1.87
H 5.65 1.55 -0.81
H 5.45 -0.34 1.51
H 6.09 1.38 1.57
```

The value obtained for the HOMO energy is -9.2 eV. The calculated total energy is -143630.393 eV. For the HOMO-LUMO gap, the calculation gives 9.29 eV. The LUMO energy is 0.11 eV.



Entry 2:
This record from OMol25 describes a structure of composition C38H44CoN4OP2SSi. The level of theory is wB97M-V/def2-TZVPD.

Geometry as XYZ:
```
92
Properties=species:S:1:pos:R:3
Co -0.16 -1.29 -1.38
C 0.46 1.30 -4.08
C 1.42 0.16 -3.90
C 2.53 -0.03 -4.70
C 3.34 -1.14 -4.46
C 3.06 -2.02 -3.44
C 1.93 -1.77 -2.64
N 1.14 -0.70 -2.92
N 1.48 -2.46 -1.57
Si 1.73 -4.13 -1.21
C 1.40 -5.19 -2.70
C 3.46 -4.47 -0.58
C 0.53 -4.55 0.17
H 0.98 2.19 -4.45
H -0.04 1.54 -3.14
H -0.31 1.03 -4.80
H 2.75 0.67 -5.50
H 4.21 -1.31 -5.09
H 3.70 -2.87 -3.24
H 2.21 -5.13 -3.44
H 0.47 -4.88 -3.19
H 1.29 -6.24 -2.42
H 4.21 -4.42 -1.38
H 3.53 -5.46 -0.14
H 3.74 -3.74 0.18
H -0.41 -4.00 0.05
H 0.94 -4.31 1.16
H 0.29 -5.61 0.16
C -0.75 1.62 5.39
S -2.34 2.24 4.81
C -1.82 3.43 3.55
C -1.75 2.88 2.13
C -0.74 1.75 2.02
N -0.57 1.15 0.69
P 0.96 0.60 0.17
C 1.73 -0.07 1.68
C 1.55 -1.44 1.91
C 2.01 -2.01 3.09
C 2.65 -1.24 4.04
C 2.85 0.11 3.81
C 2.39 0.69 2.64
C 1.90 2.12 -0.15
C 1.27 3.34 -0.37
C 2.01 4.45 -0.75
C 3.38 4.35 -0.92
C 4.01 3.13 -0.72
C 3.28 2.02 -0.34
P -1.72 0.15 -0.10
C -2.62 1.17 -1.32
C -3.28 0.50 -2.35
C -3.94 1.22 -3.34
C -3.93 2.60 -3.32
C -3.25 3.27 -2.31
C -2.60 2.56 -1.31
C -2.92 -0.29 1.17
C -2.49 -1.16 2.17
C -3.35 -1.53 3.19
C -4.65 -1.05 3.20
C -5.09 -0.20 2.20
C -4.23 0.18 1.18
H -0.96 0.97 6.24
H -0.12 2.44 5.74
H -0.22 1.04 4.64
H -0.86 3.85 3.85
H -2.54 4.25 3.59
H -1.46 3.69 1.46
H -2.74 2.54 1.82
H -1.01 0.96 2.73
H 0.24 2.13 2.33
H 1.09 -2.06 1.15
H 1.86 -3.08 3.25
H 3.01 -1.69 4.95
H 3.37 0.72 4.54
H 2.56 1.75 2.46
H 0.19 3.41 -0.26
H 1.51 5.40 -0.92
H 3.95 5.22 -1.22
H 5.08 3.04 -0.86
H 3.78 1.07 -0.19
H -3.26 -0.59 -2.39
H -4.45 0.69 -4.13
H -4.43 3.16 -4.09
H -3.22 4.36 -2.30
H -2.07 3.08 -0.54
H -1.48 -1.55 2.16
H -3.01 -2.20 3.97
H -5.33 -1.34 4.00
H -6.11 0.17 2.20
H -4.57 0.85 0.40
O -2.84 -4.30 -2.87
C -2.20 -3.35 -2.55
N -1.58 -2.39 -2.24
```

The value obtained for the HOMO energy (alpha / beta) is -7.3 / -7.3 eV. As for the energy above the lowest of the compared OMol25 structures with the same formula, charge and spin: 0.000 eV. The calculated total energy is -123049.977 eV. As for the multiplicity: 4. For the HOMO-LUMO gap (alpha / beta), the calculation gives 7.57 / 7.52 eV. The LUMO energy (alpha / beta) is 0.25 / 0.21 eV.



- What is the calculated total energy in the first record?
  -143630.393 eV



- The highest calculated total energy belongs to which entry?
  C38H44CoN4OP2SSi



Repeat the second record exactly.
This record from OMol25 describes a structure of composition C38H44CoN4OP2SSi. The level of theory is wB97M-V/def2-TZVPD.

Geometry as XYZ:
```
92
Properties=species:S:1:pos:R:3
Co -0.16 -1.29 -1.38
C 0.46 1.30 -4.08
C 1.42 0.16 -3.90
C 2.53 -0.03 -4.70
C 3.34 -1.14 -4.46
C 3.06 -2.02 -3.44
C 1.93 -1.77 -2.64
N 1.14 -0.70 -2.92
N 1.48 -2.46 -1.57
Si 1.73 -4.13 -1.21
C 1.40 -5.19 -2.70
C 3.46 -4.47 -0.58
C 0.53 -4.55 0.17
H 0.98 2.19 -4.45
H -0.04 1.54 -3.14
H -0.31 1.03 -4.80
H 2.75 0.67 -5.50
H 4.21 -1.31 -5.09
H 3.70 -2.87 -3.24
H 2.21 -5.13 -3.44
H 0.47 -4.88 -3.19
H 1.29 -6.24 -2.42
H 4.21 -4.42 -1.38
H 3.53 -5.46 -0.14
H 3.74 -3.74 0.18
H -0.41 -4.00 0.05
H 0.94 -4.31 1.16
H 0.29 -5.61 0.16
C -0.75 1.62 5.39
S -2.34 2.24 4.81
C -1.82 3.43 3.55
C -1.75 2.88 2.13
C -0.74 1.75 2.02
N -0.57 1.15 0.69
P 0.96 0.60 0.17
C 1.73 -0.07 1.68
C 1.55 -1.44 1.91
C 2.01 -2.01 3.09
C 2.65 -1.24 4.04
C 2.85 0.11 3.81
C 2.39 0.69 2.64
C 1.90 2.12 -0.15
C 1.27 3.34 -0.37
C 2.01 4.45 -0.75
C 3.38 4.35 -0.92
C 4.01 3.13 -0.72
C 3.28 2.02 -0.34
P -1.72 0.15 -0.10
C -2.62 1.17 -1.32
C -3.28 0.50 -2.35
C -3.94 1.22 -3.34
C -3.93 2.60 -3.32
C -3.25 3.27 -2.31
C -2.60 2.56 -1.31
C -2.92 -0.29 1.17
C -2.49 -1.16 2.17
C -3.35 -1.53 3.19
C -4.65 -1.05 3.20
C -5.09 -0.20 2.20
C -4.23 0.18 1.18
H -0.96 0.97 6.24
H -0.12 2.44 5.74
H -0.22 1.04 4.64
H -0.86 3.85 3.85
H -2.54 4.25 3.59
H -1.46 3.69 1.46
H -2.74 2.54 1.82
H -1.01 0.96 2.73
H 0.24 2.13 2.33
H 1.09 -2.06 1.15
H 1.86 -3.08 3.25
H 3.01 -1.69 4.95
H 3.37 0.72 4.54
H 2.56 1.75 2.46
H 0.19 3.41 -0.26
H 1.51 5.40 -0.92
H 3.95 5.22 -1.22
H 5.08 3.04 -0.86
H 3.78 1.07 -0.19
H -3.26 -0.59 -2.39
H -4.45 0.69 -4.13
H -4.43 3.16 -4.09
H -3.22 4.36 -2.30
H -2.07 3.08 -0.54
H -1.48 -1.55 2.16
H -3.01 -2.20 3.97
H -5.33 -1.34 4.00
H -6.11 0.17 2.20
H -4.57 0.85 0.40
O -2.84 -4.30 -2.87
C -2.20 -3.35 -2.55
N -1.58 -2.39 -2.24
```

The value obtained for the HOMO energy (alpha / beta) is -7.3 / -7.3 eV. As for the energy above the lowest of the compared OMol25 structures with the same formula, charge and spin: 0.000 eV. The calculated total energy is -123049.977 eV. As for the multiplicity: 4. For the HOMO-LUMO gap (alpha / beta), the calculation gives 7.57 / 7.52 eV. The LUMO energy (alpha / beta) is 0.25 / 0.21 eV.